Entry from OMol25: a single C22H42ClNO9S2 molecule (ωB97M-V/def2-TZVPD).

The value obtained for the energy above the lowest of the compared OMol25 structures with the same formula, charge and spin is 0.0 kJ/mol. The calculated total energy comes out at -77598.6207 eV. For the LUMO energy, the calculation gives -0.6 eV. The calculation puts the highest occupied orbital energy at -0.36946 Ha.

```
! wB97M-V def2-TZVPD RIJCOSX def2/J DEFGRID3
* xyz 0 1
C 4.8292 0.9209 2.8215
C 4.4510 1.8512 1.5972
C 5.2735 1.5126 0.2897
C 4.7202 0.2579 -0.4793
C 4.0874 0.6310 -1.8922
C 2.9629 -0.3943 -2.2533
C 2.6152 -0.4107 -3.8035
C 1.3487 -1.3568 -3.9420
C 0.0177 -0.5350 -3.6808
C -0.8491 -1.1374 -2.4956
C -0.9140 -0.1347 -1.2809
C -2.2859 -0.2943 -0.5285
C -2.2549 -0.0419 1.0220
C -2.0247 -1.3553 1.8805
C -0.6411 -2.0597 1.6136
C -0.9362 -3.6226 1.5051
C 0.3416 -4.5061 1.7376
S 1.6559 -4.1684 0.4960
O 2.7098 -3.3329 1.1245
O 2.1714 -5.4772 0.0041
O 1.0685 -3.3677 -0.8239
C -1.1872 0.9916 1.5078
O -1.0319 2.1373 0.6462
N 0.3156 2.2814 0.3816
O 0.4757 2.6577 -0.7184
O -1.6802 1.4613 2.8385
S -2.4386 2.9837 2.5753
O -2.3868 3.7530 3.8520
O -4.0620 2.6961 2.2186
C -4.2049 1.8667 1.0457
O -5.5403 1.8063 0.5902
C -6.1498 3.1114 0.5971
C -5.3363 4.2134 -0.1634
C -3.7458 0.4037 1.4570
Cl -4.9412 -0.7933 0.7230
H 3.9322 0.3029 3.0695
H 5.7066 0.2656 2.5970
H 5.0747 1.5340 3.7231
H 4.7112 2.9020 1.8719
H 3.3576 1.8023 1.3761
H 6.3186 1.2945 0.6168
H 5.3193 2.4420 -0.3329
H 3.9895 -0.2737 0.1780
H 5.5628 -0.4388 -0.6907
H 3.6959 1.6708 -1.7791
H 4.9259 0.6313 -2.6320
H 3.2686 -1.4377 -2.0096
H 2.0267 -0.0712 -1.7433
H 2.3821 0.6220 -4.1692
H 3.4562 -0.7990 -4.4211
H 1.3697 -2.1815 -3.1919
H 1.4015 -1.8070 -4.9584
H 0.2708 0.5385 -3.5002
H -0.5615 -0.5598 -4.6402
H -1.8875 -1.2392 -2.9105
H -0.5249 -2.1631 -2.2153
H -0.9234 0.8858 -1.7482
H -0.0117 -0.1595 -0.6300
H -3.0784 0.3205 -1.0099
H -2.6072 -1.3603 -0.6701
H -2.0180 -1.0388 2.9584
H -2.8755 -2.0676 1.7849
H 0.0205 -1.9307 2.4979
H -0.1476 -1.7844 0.6581
H -1.6372 -3.8478 2.3494
H -1.4763 -3.8918 0.5681
H 0.0917 -5.5930 1.6889
H 0.7176 -4.2915 2.7665
H 0.2062 -3.7373 -1.0800
H -0.1757 0.5696 1.6934
H -3.5963 2.1976 0.1675
H -7.1286 2.9973 0.0668
H -6.3921 3.3669 1.6524
H -4.7110 3.7944 -0.9906
H -4.6095 4.7009 0.5368
H -6.0177 5.0194 -0.5198
H -3.8596 0.2661 2.5588
*
```

Löwdin analysis output, partial charges in e:
1 C -0.11
2 C -0.26
3 C -0.23
4 C -0.20
5 C -0.20
6 C -0.20
7 C -0.20
8 C -0.20
9 C -0.18
10 C -0.17
11 C -0.19
12 C -0.15
13 C -0.36
14 C -0.14
15 C -0.16
16 C -0.22
17 C -0.21
18 S 0.69
19 O -0.32
20 O -0.33
21 O -0.20
22 C -0.28
23 O -0.14
24 N -0.01
25 O 0.09
26 O -0.26
27 S 1.07
28 O -0.38
29 O -0.27
30 C -0.43
31 O -0.17
32 C -0.22
33 C -0.07
34 C -0.44
35 Cl 0.70
36 H 0.06
37 H 0.07
38 H 0.07
39 H 0.09
40 H 0.09
41 H 0.10
42 H 0.10
43 H 0.11
44 H 0.11
45 H 0.10
46 H 0.11
47 H 0.12
48 H 0.10
49 H 0.11
50 H 0.10
51 H 0.08
52 H 0.10
53 H 0.10
54 H 0.11
55 H 0.11
56 H 0.08
57 H 0.10
58 H 0.09
59 H 0.12
60 H 0.11
61 H 0.13
62 H 0.09
63 H 0.13
64 H 0.09
65 H 0.12
66 H 0.12
67 H 0.11
68 H 0.12
69 H 0.07
70 H 0.16
71 H 0.15
72 H 0.13
73 H 0.12
74 H 0.09
75 H 0.08
76 H 0.08
77 H 0.12